# 1
Below is a structure of composition C27H52CoN3O3PS2, with properties calculated with ωB97M-V with the def2-TZVPD basis set.

**E_HOMO (alpha / beta)**: -14.9925 / -14.9930 eV
**LUMO (alpha / beta)**: -0.2836 / -0.3524 hartree
**Kohn-Sham gap (alpha / beta)**: 7.2764 / 5.4033 eV
**⟨S²⟩**: 6.009

Structure (ORCA input):
```
! RIJCOSX wB97M-V def2-TZVPD def2/J DEFGRID3
* xyz 3 5
Co -1.9038 0.2689 -1.1938
C 2.4784 3.9347 -0.1628
C 3.0856 2.6681 0.4551
C 4.5856 2.5604 0.4509
P 2.4174 1.1332 -0.2135
C 1.8729 -0.0085 1.0906
C 3.0164 -0.8115 1.7659
C 0.9316 0.8131 2.0154
C 3.1234 0.3400 -1.6251
C 4.4514 -0.2904 -1.3460
C 3.3547 1.2211 -2.8287
H 2.8618 4.8405 0.2664
H 1.3430 3.9618 -0.1068
H 2.7198 3.9443 -1.2696
H 2.7513 2.5998 1.5071
H 4.9862 2.6321 -0.5812
H 4.8647 1.5753 0.8967
H 5.1036 3.3841 0.9714
H 1.3215 -0.7936 0.5261
H 3.8176 -0.2097 2.1554
H 3.3882 -1.4719 0.9614
H 2.4959 -1.3271 2.5817
H 1.4747 1.6372 2.5939
H 0.5942 0.1644 2.8467
H 0.1907 1.4121 1.5564
H 2.4129 -0.4230 -1.8606
H 5.1760 0.4728 -1.1275
H 4.8380 -0.7943 -2.2352
H 4.3764 -0.9909 -0.5309
H 4.1198 2.0013 -2.6984
H 2.4466 1.8145 -3.1800
H 3.7851 0.5845 -3.6348
C -2.2398 -4.2687 0.5584
N -2.2743 -3.0379 -0.2900
C -3.5876 -2.3785 -0.3156
C -1.1752 -2.5232 -0.7601
O -0.9779 -1.3482 -1.2685
H -2.0488 -4.0138 1.6195
H -1.4613 -4.9059 0.1379
H -3.2431 -4.6995 0.4255
H -3.6799 -1.6301 -1.1269
H -3.8645 -1.9077 0.6307
H -4.3909 -3.0106 -0.6739
H -0.2922 -3.1738 -0.7340
C -4.0503 1.0780 2.3506
C -3.0001 1.4559 1.3998
O -2.6527 0.6807 0.5267
C -2.4332 2.8537 1.3851
C -1.8461 3.4447 0.2387
C -1.2777 4.7004 0.3564
C -1.3401 5.4481 1.5049
C -1.9880 4.9035 2.6154
C -2.4381 3.5883 2.5375
H -5.0200 1.4744 1.9791
H -3.9353 1.5462 3.3690
H -4.1027 0.0042 2.5337
H -1.7859 3.0022 -0.7682
H -0.7302 5.1046 -0.4753
H -0.8592 6.4087 1.6149
H -2.0479 5.4073 3.5897
H -2.8175 3.1468 3.4919
C 0.6939 -6.6344 3.0315
N 0.7358 -5.2495 2.3857
C 0.6118 -4.1204 3.0968
S -0.1440 -2.8355 2.2809
N 0.8724 -4.1597 4.3937
C 1.6204 -5.1469 5.1918
H 0.5460 -7.3715 2.2209
H 0.0158 -6.5908 3.8212
H 1.6863 -6.9260 3.3567
H 0.3723 -5.2508 1.4842
H 0.8191 -3.1929 4.7274
H 1.7980 -4.5318 6.0539
H 2.5131 -5.4788 4.6662
H 0.9821 -6.0177 5.3993
O -2.1064 1.3431 -2.7656
S -2.8729 0.7497 -4.0569
C -1.6467 0.2709 -5.2218
C -1.5177 1.3623 -6.2453
C -2.9964 1.8517 -6.4299
C -3.5610 2.1015 -5.0413
H -2.0033 -0.6628 -5.6263
H -0.7063 0.1547 -4.6464
H -1.1209 1.0433 -7.2379
H -1.0269 2.2146 -5.8373
H -3.5667 0.9952 -6.9037
H -3.0235 2.7920 -7.0210
H -4.6359 2.0512 -4.9702
H -3.2594 3.0461 -4.6060
*
```

# 2
Below is a cluster of 11 separate species, H21O11 in total, with properties calculated with ωB97M-V with the def2-TZVPD basis set.

**E_HOMO (alpha / beta)**: -10.3474 / -10.2433 eV
**LUMO (alpha / beta)**: -0.0179 / -0.2059 hartree
**Kohn-Sham gap (alpha / beta)**: 9.8592 / 4.6396 eV
**⟨S²⟩**: 0.758

Structure (ORCA input):
```
! RIJCOSX wB97M-V def2-TZVPD def2/J DEFGRID3
* xyz 0 2
O 3.3056 1.0508 -1.4061
H 2.7602 1.4912 -0.9922
H 2.7301 0.2193 -1.6262
O -1.2899 -3.8964 -2.1312
H -1.6127 -3.2864 -1.5550
H -0.7522 -4.4484 -1.4894
O 1.9239 -0.4997 1.6710
H 2.2649 -1.7227 -2.0029
H 0.3863 2.8495 2.9906
O -0.3660 0.0279 0.6525
H -0.6812 0.7488 0.8241
H -2.0593 -1.4445 0.6415
O -0.5208 0.2395 3.1316
H -0.5962 0.5076 -2.0865
H 0.3124 0.8219 -0.3589
O 1.2627 2.7547 2.4754
H 1.9547 2.4125 3.0401
H 0.4814 2.1929 -1.1131
O 0.7946 1.3031 -1.0585
H 1.9328 -0.1923 2.5561
O 2.4435 -1.1799 -2.8848
H 0.9614 -0.0028 1.3513
H 1.4537 -0.8541 -3.0439
O -3.4884 2.3070 -0.8637
H -3.0483 1.5440 -1.3525
H -2.9125 3.0132 -1.1562
O -1.1652 -0.2224 -2.0233
H 0.0261 -0.1294 3.9569
H -1.0413 -0.5601 -1.1883
O -2.5645 -1.9196 1.2424
H -0.8792 -0.4440 2.5421
H -2.0166 -2.6812 1.2570
*
```

# 3
Below is a cluster of 2 separate species, C9H17ClOSi in total, with properties calculated with ωB97M-V with the def2-TZVPD basis set.

**E_HOMO (alpha / beta)**: -7.0076 / -7.0081 eV
**LUMO (alpha / beta)**: 0.0125 / 0.0126 hartree
**Kohn-Sham gap (alpha / beta)**: 7.3472 / 7.3520 eV

Structure (ORCA input):
```
! RIJCOSX wB97M-V def2-TZVPD def2/J DEFGRID3
* xyz 0 1
C 1.3041 -2.5759 0.3631
C 2.1734 1.4174 2.1402
C 1.7533 -1.5227 -0.3501
C 1.6915 0.2299 1.5974
C -2.3540 -1.3210 -1.3498
C -1.9012 -0.4171 0.9138
C -1.3006 -0.8694 -0.4499
C -0.3489 0.2226 -1.0077
C 1.7044 -0.1716 0.1360
O -0.7506 1.4622 -0.9414
Si -0.2524 3.1123 -0.9713
Cl 2.4262 1.0715 -0.8423
H 1.3976 -3.5411 -0.0306
H 0.9636 -2.3298 1.2634
H 2.2759 1.5173 3.2683
H 2.4428 2.2485 1.5877
H 2.2824 -1.7164 -1.2995
H 1.4707 -0.4895 2.3975
H -3.0410 -1.9947 -0.7967
H -3.0850 -0.5446 -1.6754
H -1.8999 -1.6762 -2.2578
H -1.1498 0.2429 1.2803
H -2.7331 0.2155 0.6473
H -2.2196 -1.1403 1.5478
H -0.5576 -1.6851 -0.3697
H 0.2044 -0.0579 -1.9139
H 0.5829 3.2520 -2.0993
H 0.5179 3.2695 0.4009
H -1.5976 3.7918 -1.1883
*
```

# 4
Below is an isolated molecule of C6H6BrClFN, with properties calculated with ωB97M-V with the def2-TZVPD basis set.

**E_HOMO**: -10.0143 eV
**LUMO**: -0.0053 hartree
**Kohn-Sham gap**: 9.8700 eV
**SMILES**: [H]/N=C1/C=C[C@@H](Br)[C@H](Cl)[C@@H]1F

Structure (ORCA input):
```
! RIJCOSX wB97M-V def2-TZVPD def2/J DEFGRID3
* xyz 0 1
H 0.4245 -0.0093 3.1207
N 0.0195 0.7114 2.5266
C 0.0908 0.4920 1.2906
C -0.4761 1.4503 0.3495
C -0.6240 1.1947 -0.9498
C -0.2331 -0.0989 -1.5689
Br 1.4969 0.1539 -2.5240
C -0.0678 -1.2074 -0.5469
Cl -1.7144 -1.6575 0.0198
C 0.7585 -0.7087 0.6314
F 0.9573 -1.7159 1.5445
H -0.8042 2.3824 0.7817
H -1.0327 1.9370 -1.6195
H -0.9278 -0.3961 -2.3563
H 0.3725 -2.1110 -0.9765
H 1.7603 -0.4169 0.2770
*
```

# 5
Below is a structure of composition C38H45CrN6OSb, with properties calculated with ωB97M-V with the def2-TZVPD basis set.

**E_HOMO (alpha / beta)**: -11.8342 / -11.8324 eV
**LUMO (alpha / beta)**: -0.2183 / -0.2250 hartree
**Kohn-Sham gap (alpha / beta)**: 5.8931 / 5.7104 eV
**⟨S²⟩**: 6.025

Structure (ORCA input):
```
! RIJCOSX wB97M-V def2-TZVPD def2/J DEFGRID3
* xyz 2 5
Cr 0.3572 -0.6465 -1.1712
C -5.7910 -0.8545 11.0788
O -5.1012 0.2317 10.4782
C -4.5594 0.0611 9.2631
C -3.8962 1.1799 8.7394
C -3.3060 1.1104 7.5012
C -3.3574 -0.0699 6.7484
C -4.0182 -1.1765 7.2769
C -4.6169 -1.1218 8.5217
C -2.7433 -0.1770 5.4355
N -2.7360 -1.2614 4.6798
C -2.0607 -0.9078 3.5570
C -1.6436 0.4122 3.6162
N -2.0905 0.8681 4.8296
C -0.9145 1.0339 2.5706
C -0.4626 2.3678 2.5750
C 0.2333 2.8438 1.4987
C 0.4764 1.9888 0.4211
N 0.0699 0.7315 0.3783
C -0.6234 0.2420 1.4407
C -1.0492 -1.1318 1.3642
N -0.7224 -1.8218 0.2363
C -1.1036 -3.0901 0.1570
C -1.8199 -3.7474 1.1615
C -2.1572 -3.0608 2.2986
C -1.7675 -1.7172 2.4162
H -6.1368 -0.4859 12.0405
H -5.1215 -1.7023 11.2305
H -6.6466 -1.1534 10.4717
H -3.8624 2.0830 9.3284
H -2.8018 1.9936 7.1329
H -4.0606 -2.0879 6.7015
H -5.1209 -1.9937 8.9043
H -1.9778 1.7867 5.2219
H -0.6641 3.0103 3.4206
H 0.5964 3.8577 1.4611
H 1.0209 2.3464 -0.4370
H -0.8366 -3.6297 -0.7401
H -2.0939 -4.7809 1.0233
H -2.7110 -3.5188 3.1053
N -0.3022 -6.7537 -5.3215
C -0.1799 -5.7953 -4.7062
C -0.0245 -4.5949 -3.9365
C -0.9960 -3.5967 -3.9832
C -0.8032 -2.4603 -3.2238
N 0.2766 -2.2768 -2.4494
C 1.1993 -3.2479 -2.4000
C 1.0948 -4.4180 -3.1264
H -1.8787 -3.7030 -4.5948
H -1.5400 -1.6647 -3.2292
H 2.0502 -3.0800 -1.7494
H 1.8616 -5.1747 -3.0582
C 3.3390 -1.2113 -4.4756
C 2.4947 0.0052 -4.8487
C 1.2298 -0.4498 -5.5751
C 3.3100 0.8522 -5.8192
Sb 1.8746 0.9852 -2.9591
C 0.5995 2.6803 -3.6103
C 0.5757 3.8545 -2.6350
C 1.0186 3.2021 -4.9824
C -0.8146 2.1002 -3.6862
C 3.7911 1.5467 -1.9995
C 4.2138 0.3106 -1.2032
C 4.8551 1.8816 -3.0407
C 3.6788 2.7184 -1.0273
H 3.5316 -1.7954 -5.3787
H 2.8439 -1.8659 -3.7637
H 4.3081 -0.9308 -4.0661
H 1.5171 -1.0696 -6.4281
H 0.6586 0.3878 -5.9704
H 0.5746 -1.0448 -4.9467
H 3.5361 0.2202 -6.6814
H 4.2614 1.1839 -5.4100
H 2.7739 1.7198 -6.1934
H 1.5584 4.2633 -2.4254
H 0.0771 3.6094 -1.6976
H -0.0077 4.6572 -3.0906
H 2.0569 3.5316 -5.0101
H 0.3978 4.0649 -5.2305
H 0.8635 2.4652 -5.7675
H -1.1569 1.7289 -2.7116
H -0.8996 1.2945 -4.4141
H -1.5110 2.8856 -3.9882
H 4.3844 -0.5597 -1.8359
H 3.4745 0.0459 -0.4367
H 5.1502 0.5212 -0.6818
H 5.1222 1.0190 -3.6492
H 5.7621 2.1980 -2.5223
H 4.5573 2.6972 -3.6998
H 3.1116 2.4643 -0.1342
H 3.2652 3.6158 -1.4748
H 4.6852 2.9711 -0.6878
*
```

# 6
Below is an isolated molecule of C25H32F2N4OS, with properties calculated with ωB97M-V with the def2-TZVPD basis set.

**E_HOMO**: -7.7330 eV
**LUMO**: 0.0214 hartree
**Kohn-Sham gap**: 8.3161 eV
**SMILES**: CCN1CCCc2cc(CN(CCN3CCOCC3)C(=S)Nc3cc(F)cc(F)c3)ccc21

Structure (ORCA input):
```
! RIJCOSX wB97M-V def2-TZVPD def2/J DEFGRID3
* xyz 0 1
C 5.2203 -2.4510 -0.2098
C 4.1886 -2.6001 0.9108
N 3.5700 -1.3517 1.2891
C 4.3056 -0.5314 2.2260
C 3.3505 0.3848 2.9784
C 2.6872 1.3133 1.9729
C 2.1059 0.5189 0.8346
C 1.0751 1.0668 0.0933
C 0.4811 0.3903 -0.9619
C -0.6752 0.9787 -1.7226
N -1.9400 0.3661 -1.3291
C -2.2226 0.2909 0.0885
C -1.8606 -1.0771 0.7187
N -1.8611 -1.1158 2.1587
C -3.1365 -0.8265 2.7858
C -3.0417 -1.2199 4.2613
O -2.0020 -0.5230 4.9108
C -0.7678 -0.7704 4.2803
C -0.8053 -0.3636 2.8056
C -2.7955 -0.1894 -2.1987
S -4.0530 -1.1633 -1.7444
N -2.6045 0.0245 -3.5586
C -2.5163 1.2519 -4.1955
C -2.2688 1.2727 -5.5700
C -2.1665 2.4845 -6.2203
F -1.9231 2.4868 -7.5431
C -2.2976 3.6977 -5.5665
C -2.5613 3.6448 -4.2102
F -2.7158 4.7990 -3.5354
C -2.6799 2.4585 -3.5143
C 0.9649 -0.8728 -1.2767
C 1.9953 -1.4373 -0.5562
C 2.5891 -0.7685 0.5247
H 5.6312 -3.4225 -0.4710
H 4.7608 -2.0153 -1.0937
H 6.0351 -1.8051 0.1084
H 3.4127 -3.3105 0.6163
H 4.6776 -3.0081 1.8002
H 4.8210 -1.1943 2.9262
H 5.0658 0.0761 1.7117
H 3.8945 0.9533 3.7333
H 2.5928 -0.2211 3.4794
H 1.9014 1.8990 2.4539
H 3.4273 2.0192 1.5815
H 0.7295 2.0588 0.3524
H -0.7248 2.0592 -1.5411
H -0.5292 0.8124 -2.7906
H -3.2924 0.4709 0.2308
H -1.6530 1.0815 0.5786
H -0.8649 -1.3726 0.3825
H -2.5787 -1.8210 0.3669
H -3.9152 -1.4117 2.2947
H -3.3976 0.2439 2.7224
H -3.9592 -0.9637 4.7934
H -2.8638 -2.3030 4.3329
H -0.0240 -0.1875 4.8273
H -0.5212 -1.8407 4.3492
H 0.1459 -0.6036 2.3273
H -0.9685 0.7272 2.7495
H -3.0015 -0.7158 -4.1239
H -2.1586 0.3551 -6.1254
H -2.2116 4.6339 -6.0902
H -2.9311 2.4795 -2.4672
H 0.5261 -1.4244 -2.0959
H 2.3349 -2.4173 -0.8462
*
```

Number 1: strongest force on any atom 0.0676 hartree/bohr. Number 2: strongest force on any atom 0.2977 hartree/bohr. Number 3: strongest force on any atom 0.0866 hartree/bohr. Number 4: strongest force on any atom 0.0147 hartree/bohr. Number 5: strongest force on any atom 0.0058 hartree/bohr. Number 6: strongest force on any atom 0.0158 hartree/bohr.